1.
# C5H3NO

The molecule C5H3NO at a distorted geometry (the ωB97M-V functional and the def2-TZVPD basis, the OMol25 dataset).

XYZ file:
```
10
Properties=species:S:1:pos:R:3:lowdin_charge:R:1
N -1.654 1.586 -2.233 0.148
C -0.970 1.087 -1.442 -0.174
C -0.267 0.400 -0.408 -0.224
C -0.851 0.142 0.793 -0.060
O -0.076 -0.671 1.529 0.026
C 1.044 -0.923 0.796 -0.099
C 1.002 -0.279 -0.392 -0.008
H -1.761 0.528 1.227 0.145
H 1.773 -1.581 1.247 0.128
H 1.784 -0.257 -1.138 0.118
```

Properties
**Charge**: 0
**E_tot**: -8769.9290 eV
**HOMO-LUMO gap**: 10.4 eV
**SMILES string**: N#Cc1ccoc1
**Energy above the lowest of the compared OMol25 structures with the same formula, charge and spin**: 0.0774 eV

2.
# C41H35BBrClN2O6Ti

A structure of composition C41H35BBrClN2O6Ti (the ωB97M-V functional and the def2-TZVPD basis, the OMol25 dataset).

XYZ file:
```
88
Properties=species:S:1:pos:R:3:lowdin_spin:R:1
Ti 0.202 -0.718 0.295 0.986
C -0.741 3.442 -3.148 0.000
C -0.951 3.083 -1.705 0.000
C -1.481 3.965 -0.777 0.000
C -1.584 3.587 0.550 0.000
C -1.142 2.325 0.910 0.002
Br -1.226 1.840 2.731 0.004
N -0.663 1.447 0.039 0.008
C -0.587 1.829 -1.243 0.003
H -1.116 4.444 -3.359 0.000
H -1.259 2.738 -3.800 0.000
H 0.321 3.409 -3.398 0.000
H -1.807 4.952 -1.086 0.000
H -1.986 4.250 1.301 0.000
H -0.175 1.083 -1.915 0.001
Cl -2.386 -6.581 5.773 0.045
C -1.832 -5.366 4.626 0.195
C -0.935 -5.726 3.609 0.021
C -0.502 -4.782 2.713 0.107
C -0.948 -3.425 2.793 0.126
C -1.862 -3.095 3.844 0.108
C -2.291 -4.045 4.736 0.021
C -0.507 -2.451 1.876 0.177
O 0.321 -2.702 0.896 0.071
O -0.892 -1.196 1.941 0.065
H -0.591 -6.751 3.539 -0.001
H 0.188 -5.050 1.924 0.009
H -2.211 -2.074 3.921 0.009
H -2.984 -3.784 5.527 -0.001
O 2.703 -0.810 2.621 -0.001
B 1.901 0.037 1.798 0.003
O 2.225 1.384 2.202 0.000
C 3.141 1.311 3.195 -0.001
C 3.746 2.329 3.899 0.000
C 4.666 1.966 4.888 0.000
C 4.954 0.632 5.145 0.000
C 4.335 -0.394 4.424 0.000
C 3.431 -0.026 3.452 -0.001
H 3.512 3.365 3.690 0.000
H 5.161 2.739 5.463 0.000
H 5.668 0.380 5.919 0.000
H 4.546 -1.438 4.617 0.000
C -5.989 3.372 -1.566 0.000
C -5.098 2.156 -1.583 0.000
C -4.937 1.375 -0.446 0.000
C -4.123 0.245 -0.443 0.000
C -3.997 -0.609 0.789 0.001
C -3.437 -0.089 -1.610 0.000
C -3.605 0.662 -2.774 0.000
C -2.873 0.269 -4.030 0.000
C -4.436 1.776 -2.745 0.000
C -2.512 -1.294 -1.620 0.002
O -2.906 -2.312 -2.181 0.002
O -1.397 -1.133 -1.024 0.011
H -6.104 3.757 -0.551 0.000
H -6.988 3.141 -1.946 0.000
H -5.579 4.171 -2.188 0.000
H -5.459 1.648 0.468 0.000
H -4.871 -0.488 1.432 0.000
H -3.108 -0.365 1.371 0.000
H -3.896 -1.664 0.530 0.000
H -1.797 0.187 -3.853 0.000
H -3.043 0.995 -4.828 0.000
H -3.198 -0.717 -4.366 0.000
H -4.555 2.372 -3.647 0.000
C 0.245 -2.745 -4.819 0.001
C 0.229 -3.303 -3.545 0.000
C 0.671 -2.588 -2.445 0.003
C 1.126 -1.270 -2.581 0.002
C 1.124 -0.713 -3.871 0.001
C 0.699 -1.442 -4.971 0.000
N 1.475 -0.514 -1.453 0.005
C 2.574 0.318 -1.597 0.002
C 2.663 1.538 -0.901 0.002
C 3.781 2.350 -0.995 0.000
C 4.858 2.002 -1.800 0.002
C 4.789 0.802 -2.501 0.000
C 3.682 -0.020 -2.404 0.001
H -0.108 -3.310 -5.673 0.000
H -0.150 -4.307 -3.400 0.000
H 0.630 -3.023 -1.454 0.001
H 1.467 0.308 -4.000 0.000
H 0.705 -0.978 -5.953 0.000
H 1.851 1.832 -0.252 0.000
H 3.807 3.270 -0.420 0.000
H 5.731 2.639 -1.869 0.000
H 5.622 0.493 -3.125 0.000
H 3.664 -0.958 -2.945 0.000
```

Properties
**Charge**: -2
**E_tot**: -164714.0978 eV
**HOMO-LUMO gap (alpha / beta)**: 3.2 / 6.0 eV
**Multiplicity**: 3
**Energy above the lowest of the compared OMol25 structures with the same formula, charge and spin**: 2.5227 eV

3.
# C22H18N2O3

The molecule C22H18N2O3 at a distorted geometry (the ωB97M-V functional and the def2-TZVPD basis, the OMol25 dataset).

XYZ file:
```
45
Properties=species:S:1:pos:R:3:lowdin_charge:R:1
O -5.144 -1.211 -0.099 0.079
C -4.292 -0.351 -0.053 -0.422
N -2.986 -0.768 0.025 0.162
N -1.809 -0.048 0.010 0.060
C -1.119 0.227 -1.170 -0.386
O -1.525 -0.032 -2.267 0.146
C 0.196 0.866 -0.781 -0.088
H 0.278 1.859 -1.228 0.172
C 0.202 0.892 0.748 -0.087
C -1.112 0.275 1.171 -0.382
O -1.511 0.067 2.282 0.141
H 0.294 1.899 1.161 0.172
C 1.361 0.008 1.289 -0.123
C 2.626 0.541 0.678 -0.129
C 3.725 1.015 1.366 -0.013
C 4.825 1.468 0.652 -0.080
C 4.820 1.448 -0.732 -0.080
C 3.716 0.974 -1.425 -0.014
C 2.622 0.520 -0.716 -0.129
C 1.353 -0.031 -1.303 -0.123
C 1.123 -1.383 -0.683 -0.135
C 0.883 -2.560 -1.364 -0.006
C 0.650 -3.721 -0.642 -0.073
C 0.654 -3.700 0.743 -0.073
C 0.892 -2.518 1.429 -0.006
C 1.127 -1.362 0.711 -0.134
H 0.885 -2.497 2.508 0.119
H 0.467 -4.609 1.294 0.103
H 0.459 -4.646 -1.164 0.103
H 0.870 -2.571 -2.444 0.120
H 1.356 -0.061 -2.393 0.161
H 3.712 0.957 -2.505 0.114
H 5.682 1.802 -1.278 0.102
H 5.690 1.838 1.181 0.102
H 3.728 1.030 2.446 0.114
H 1.371 0.011 2.379 0.161
H -2.886 -1.779 0.013 0.174
C -4.652 1.088 -0.052 -0.165
C -3.953 2.129 0.786 -0.085
C -3.846 2.186 -0.698 -0.087
H -2.915 1.939 -1.181 0.080
H -4.405 2.947 -1.223 0.105
H -4.580 2.853 1.284 0.105
H -3.101 1.830 1.374 0.082
H -5.729 1.179 -0.128 0.144
```

Properties
**Charge**: 0
**E_tot**: -32229.5714 eV
**HOMO-LUMO gap**: 9.8 eV
**SMILES string**: O=C(NN1C(=O)[C@@H]2[C@H]3c4ccccc4[C@H](c4ccccc43)[C@@H]2C1=O)C1CC1
**Energy above the lowest of the compared OMol25 structures with the same formula, charge and spin**: 1.5298 eV

4.
# C34H55ClEuN3OP2

A structure of composition C34H55ClEuN3OP2 at a distorted geometry (the ωB97M-V functional and the def2-TZVPD basis, the OMol25 dataset).

XYZ file:
```
97
Properties=species:S:1:pos:R:3:lowdin_spin:R:1
C 2.375 -1.387 -1.012 0.001
C 1.300 0.498 -1.881 0.001
C 3.322 -1.364 -2.036 -0.001
C 2.128 0.468 -3.023 -0.001
C 3.173 -0.458 -3.079 0.001
H 4.137 -2.088 -2.005 0.000
H 1.973 1.190 -3.826 0.000
H 3.857 -0.459 -3.931 0.000
N 1.403 -0.456 -0.914 -0.005
P 0.843 -2.785 0.884 -0.005
P 0.188 2.405 -0.068 -0.005
C 2.447 -2.508 0.031 0.000
H 2.776 -3.448 -0.438 0.000
H 3.212 -2.249 0.780 0.000
C 0.253 1.558 -1.697 0.000
H 0.290 2.320 -2.490 0.000
C -1.400 3.497 -0.126 0.001
C 1.723 3.493 -0.193 -0.003
C -0.159 -3.884 -0.336 0.001
C 1.334 -3.588 2.517 -0.001
C -2.555 2.711 0.527 0.002
H -2.325 2.430 1.564 0.001
H -3.443 3.359 0.537 0.000
H -2.825 1.805 -0.029 0.001
C -1.220 4.782 0.692 0.000
H -0.912 4.562 1.722 0.000
H -0.520 5.493 0.242 0.000
H -2.194 5.292 0.749 0.000
C -1.787 3.832 -1.569 0.000
H -2.637 4.530 -1.539 0.000
H -0.987 4.325 -2.134 0.000
H -2.106 2.933 -2.110 0.000
C 1.910 4.213 1.154 0.000
H 1.904 3.499 1.987 0.000
H 2.890 4.709 1.131 0.000
H 1.148 4.975 1.337 0.000
C 2.961 2.611 -0.434 0.000
H 3.007 1.774 0.271 0.000
H 2.992 2.221 -1.459 0.000
H 3.853 3.239 -0.291 0.000
C 1.601 4.491 -1.350 -0.001
H 1.485 4.003 -2.326 0.000
H 0.789 5.216 -1.222 0.000
H 2.543 5.059 -1.394 0.000
C 0.059 -4.034 3.258 0.001
H 0.357 -4.470 4.223 0.000
H -0.614 -3.188 3.466 0.001
H -0.510 -4.799 2.712 0.000
C 2.058 -2.528 3.372 0.001
H 2.985 -2.174 2.904 0.000
H 1.426 -1.657 3.587 0.001
H 2.325 -2.989 4.335 0.000
C 2.276 -4.774 2.292 -0.001
H 3.169 -4.492 1.721 0.000
H 2.609 -5.134 3.277 0.000
H 1.789 -5.615 1.790 0.000
C 0.153 -3.511 -1.796 0.000
H 1.190 -3.745 -2.072 0.000
H -0.502 -4.103 -2.455 0.000
H -0.034 -2.450 -2.011 0.000
C -1.664 -3.649 -0.074 0.001
H -1.998 -2.630 -0.358 0.000
H -2.236 -4.358 -0.693 0.000
H -1.942 -3.825 0.977 0.000
C 0.179 -5.361 -0.139 0.000
H 1.244 -5.568 -0.302 0.000
H -0.125 -5.742 0.844 0.000
H -0.379 -5.943 -0.889 0.000
Eu -0.720 -0.318 0.878 7.006
C 1.332 0.757 1.923 0.007
O 2.272 0.960 2.568 0.010
N -1.916 0.057 -1.126 -0.015
C -1.447 0.591 -2.107 0.001
C -1.825 0.485 -3.622 0.000
C -1.202 1.572 -4.480 0.000
C -1.305 -0.860 -4.127 0.000
C -3.350 0.554 -3.673 0.000
H -1.436 2.581 -4.122 0.000
H -0.110 1.456 -4.519 0.000
H -1.573 1.489 -5.515 0.000
H -1.683 -1.677 -3.502 0.000
H -1.612 -1.048 -5.167 0.000
H -0.210 -0.868 -4.085 0.000
H -3.767 0.486 -4.687 0.000
H -3.749 -0.268 -3.069 0.000
H -3.695 1.495 -3.224 0.000
Cl -1.113 2.608 6.400 0.000
C -1.704 1.448 5.291 0.000
C -2.799 0.640 5.614 0.002
C -3.239 -0.287 4.672 0.000
C -2.586 -0.364 3.438 0.002
N -1.545 0.436 3.129 -0.008
C -1.078 1.326 4.041 0.002
H -3.278 0.754 6.582 0.000
H -4.084 -0.949 4.869 0.000
H -2.909 -1.083 2.663 0.000
H -0.228 1.945 3.775 0.000
```

Properties
**Charge**: +1
**E_tot**: -93092.5562 eV
**HOMO-LUMO gap (alpha / beta)**: 6.4 / 6.5 eV
**Multiplicity**: 8